Entry 1:
# C32H56AlBeClF2LiNO23PS3

A structure of composition C32H56AlBeClF2LiNO23PS3 (ωB97M-V with the def2-TZVPD basis set, the Open Molecules 2025 dataset).

The calculation puts the energy above the lowest of the compared OMol25 structures with the same formula, charge and spin at 10.4785 eV. As for the charge: -1. The value obtained for the HOMO-LUMO gap is 0.83 eV. For the electronic energy, the calculation gives -149590.037 eV. Its strongest force on any atom is 0.17145 Eh/bohr. The value obtained for the highest occupied orbital energy is -5.56 eV. The spin multiplicity is 1.

Geometry as XYZ:
```
122
Properties=species:S:1:pos:R:3:forces:R:3
C -2.8241 6.2127 0.5343 1.1 -1.1 2.4
H 2.5823 -2.0031 -0.9898 0.1 1.1 2.2
H 6.8834 1.3515 2.0590 1.7 -1.5 -0.9
H -2.6805 2.7316 -0.7458 -1.5 -1.5 -1.2
H -1.6227 -1.7289 -2.4016 -1.6 -0.8 1.2
H -3.3547 -4.2706 -3.2105 -0.2 -0.3 0.0
H 0.9851 -0.1332 -2.5886 0.0 0.0 0.0
C 2.7091 -1.5003 0.0810 -0.2 -0.6 -0.3
H 8.0786 -0.7268 -0.1855 -1.9 0.4 1.3
H -4.9085 -1.6966 -0.1887 2.0 -0.9 1.1
O -7.8886 -2.0771 -1.4757 0.1 -0.1 -0.1
H 6.3388 0.0776 -0.2106 1.9 -1.0 1.4
C 3.8737 -2.3594 0.8555 0.6 0.1 -0.8
C -5.6684 -2.5606 2.6009 1.2 0.7 1.8
H -1.2155 0.1392 -0.1650 -2.4 -0.6 -0.3
H -5.0937 0.9683 0.0068 0.6 2.4 -0.6
C -3.9971 -2.1977 0.3781 -0.1 -0.5 0.6
P 6.3973 -2.8928 -2.7133 -0.1 0.0 0.0
C -3.2704 -1.1509 3.0215 -3.5 -1.7 1.4
C 0.1873 -2.2716 -0.2178 0.7 0.2 1.9
Li -1.7029 0.7383 4.7832 0.0 -0.2 -0.1
O 8.0544 4.1759 -4.9093 -2.5 0.2 -0.2
H -2.8500 0.3927 0.7380 0.7 -1.2 -2.3
Cl 3.7971 -3.8153 4.7991 0.7 -0.4 0.0
C -2.9249 0.6032 -1.6011 2.2 1.4 0.8
C 1.1867 0.9262 -2.7788 -0.1 -0.1 0.2
C -5.9141 0.8287 7.6637 1.2 1.0 0.2
H 3.0015 -0.3773 -0.1337 -0.4 -2.4 0.6
O 4.5818 1.4789 -2.5272 -2.8 -0.1 -0.1
O -3.9625 -0.0962 -4.1877 1.1 -1.3 6.0
Al -3.2029 7.7792 -1.5170 -0.2 1.2 -0.8
H 6.6311 -2.6552 0.7121 -0.4 1.9 1.3
O 5.3079 -1.8154 -2.5832 0.7 -0.2 -0.3
H -6.1832 -3.9010 0.6951 -1.0 0.9 2.0
H 0.9521 -0.3961 1.0394 0.1 -2.2 -0.3
H 3.4285 -3.1958 1.5542 0.8 2.0 -1.3
O 7.7592 -2.2947 -2.3245 -0.8 -0.2 0.3
H 3.2230 -0.1195 -4.4669 0.2 0.1 0.1
O -5.5909 -0.2623 -2.3060 5.5 -0.8 0.4
H -5.5244 2.6391 1.8556 2.0 0.5 -1.4
H 1.3208 2.2479 -4.4594 0.0 -0.1 0.0
O -6.1835 -0.2106 8.2461 -3.7 -4.4 2.5
H 0.9399 0.5800 -4.9189 0.0 0.0 0.1
H -5.3721 -1.6484 6.3560 0.9 0.1 -2.4
O -3.5149 -5.1733 -2.8969 0.0 0.2 -0.4
H -2.1720 -3.4014 -1.7234 -1.0 2.5 -0.4
C -4.5833 2.8695 1.1736 -0.9 0.2 -0.2
C -4.2445 -1.9459 1.9746 -1.1 0.4 4.0
C -3.5459 2.1237 -1.2812 0.1 0.0 0.0
O 3.5533 5.5104 -4.8708 1.2 -0.8 -0.7
O -6.7047 1.4865 6.9775 -3.5 1.2 -1.6
S 6.7819 4.8751 -5.0844 4.4 1.2 1.5
H 0.6804 -3.3276 -0.4392 -1.1 2.4 0.1
H -3.6377 2.4662 1.7335 -1.7 0.8 -1.1
Be -8.3029 -0.3837 8.4492 3.6 1.2 -1.1
H -1.5066 -3.6846 0.4364 0.4 2.5 0.5
H 3.4949 1.5732 -5.0127 0.2 -0.4 0.3
H 0.3304 1.5164 -2.4396 0.1 0.1 0.2
H -2.8097 6.2494 -0.6357 0.0 -1.3 1.8
O 3.6065 -4.1838 3.4097 -0.1 0.0 0.4
O 2.9186 -2.7106 5.1312 -0.3 0.2 0.0
H 9.7607 1.9702 1.3067 -2.2 -0.4 -1.4
H -3.5898 6.9593 1.0117 1.0 -1.1 -1.2
O 2.3521 1.3060 -2.0485 -0.3 0.2 0.4
C 1.5174 1.1950 -4.2235 -0.6 0.2 -0.8
C -3.6808 -1.0250 4.6357 -2.6 -2.0 -2.8
C 4.9045 -1.3416 1.6519 -0.4 0.1 -0.6
C -4.8235 2.0964 -0.2541 -0.4 -0.6 -0.1
H -7.0972 -1.5186 -1.4475 -0.1 0.0 -0.3
H 8.4355 0.2550 2.3915 -1.6 0.7 -1.7
H 8.1916 2.8932 0.7654 1.1 -2.1 -0.1
H -5.7682 2.5247 -0.8349 1.9 -0.8 1.5
H -4.0986 -3.3660 0.1590 0.2 2.5 0.6
F 6.9933 5.5410 -6.5188 -0.3 -0.1 -0.1
C -2.3794 -0.1167 -0.2335 0.8 0.2 0.9
H -7.5029 -3.9802 2.1590 1.9 1.1 -1.2
H -5.0449 4.7951 0.0287 1.2 -0.3 1.7
H 0.1511 -1.5602 -1.1457 0.0 -1.6 1.6
H -5.0153 4.9933 1.9573 1.1 -0.8 -2.0
H -2.2618 -0.6884 2.6497 -2.0 -1.1 0.7
C 7.7596 0.7380 1.5481 0.2 0.4 -0.5
S 4.2973 4.6915 -5.8206 -3.1 1.6 -1.4
O -3.7593 -2.1271 -2.4876 1.1 3.1 1.0
F 3.2811 3.4640 -5.9944 0.4 -0.4 0.2
H -1.1074 -2.2499 1.6560 -0.6 -0.6 -2.2
C 7.1709 -0.4076 0.4858 0.0 0.4 0.8
O 5.1754 -3.4166 5.0088 -0.5 0.0 0.0
H -3.6390 -5.6851 -3.7104 0.1 0.1 0.3
H 4.7027 -0.2426 1.2322 0.4 -2.3 1.0
C -2.5310 -1.7483 -0.1943 -0.1 0.2 -1.0
O 6.6152 6.0353 -4.2180 -0.7 -1.5 -1.0
O 4.3438 5.1861 -7.1924 0.5 -0.5 1.8
H 4.5006 -2.9424 0.0240 -1.3 1.4 1.7
H -7.3509 -2.4639 1.0462 1.4 -1.9 1.0
H -7.8228 -2.5333 -2.3280 0.0 0.2 0.3
C 6.4869 -1.6662 1.3247 0.2 0.8 0.3
H 1.2842 -2.0820 1.8936 -0.1 0.8 -2.0
C -2.4727 -2.2494 -1.7892 2.0 -1.5 1.5
O -4.8092 1.3835 7.6705 2.5 1.0 -0.2
C -1.2523 -2.5231 0.5283 -0.4 -0.5 -0.7
H -1.9604 0.8187 -2.2709 -2.3 -0.8 1.1
C -6.7179 -3.3313 1.5667 -0.1 1.7 0.3
H 8.8610 1.5216 -0.3747 -0.2 0.6 2.4
C 3.0015 0.9343 -4.2766 -0.1 0.1 -0.4
H -2.9418 -0.4773 5.3728 -1.8 -1.5 -1.0
H 4.6394 -1.3415 2.8003 0.8 -0.1 -2.2
H -1.7392 6.5281 0.9002 -2.2 -0.6 -1.0
H -7.1259 -2.9230 4.5078 2.4 1.1 -0.6
C -6.1026 -2.4513 4.1836 4.4 1.9 -1.9
O 6.4528 -3.3919 -4.1666 -0.5 0.0 0.7
C 1.2352 -1.5372 0.8593 0.6 0.4 -1.4
C -4.4872 4.5026 1.0153 -0.9 -1.5 1.0
O 6.0685 -4.0688 -1.7792 0.5 0.3 -0.6
C 3.4320 1.2816 -2.8837 3.5 0.1 0.2
S -4.0628 -0.4500 -2.6554 -6.4 0.9 -6.0
O 3.4880 -4.9502 5.6471 -0.1 0.2 -0.1
H -3.7669 2.6946 -2.3051 0.3 -1.5 2.2
O -3.0506 4.8489 1.0373 -1.1 2.6 -1.7
N 5.5540 3.9148 -5.2877 -0.1 0.5 -0.2
C 8.7117 1.8359 0.7535 -0.1 0.3 0.2
C -5.0716 -1.6884 5.2253 0.6 -0.3 -4.1
H 7.0377 -1.7367 2.3628 -0.9 -0.1 -2.1
```
Positions in Å, forces in eV/Å.

=====

Entry 2:
# C54H77AsBBiN11OPS3

A structure of composition C54H77AsBBiN11OPS3 (ωB97M-V with the def2-TZVPD basis set, the Open Molecules 2025 dataset).

The calculation puts the energy above the lowest of the compared OMol25 structures with the same formula, charge and spin at 1.7076 eV. As for the charge: 0. The value obtained for the HOMO-LUMO gap is 7.04 eV. For the electronic energy, the calculation gives -184836.729 eV. Its strongest force on any atom is 0.02909 Eh/bohr. The value obtained for the highest occupied orbital energy is -6.84 eV. The spin multiplicity is 1.

Geometry as XYZ:
```
150
Properties=species:S:1:pos:R:3:forces:R:3
C 4.8580 0.5240 -5.5064 0.0 0.1 0.0
C -0.3580 0.6200 -4.6665 -0.1 0.0 0.3
H 4.7723 1.4239 -6.0974 0.0 0.1 0.0
H -4.5354 1.4665 -2.2232 -0.1 -0.1 0.0
C -2.9473 3.0988 5.3226 0.1 0.0 -0.2
H 1.9528 -1.3006 -3.9658 0.0 0.1 0.0
H -2.7511 1.8580 1.0540 -0.1 0.0 0.0
C 1.5922 2.8215 3.8653 -0.2 0.1 -0.2
H 1.6877 5.3500 2.8930 -0.1 0.1 0.0
C 2.5655 3.3691 2.8509 0.2 0.1 0.1
H -2.9605 -0.3634 0.0077 0.0 -0.1 0.0
C 2.3912 -5.4842 0.8369 -0.1 0.1 0.0
S 1.4569 -0.2918 2.7777 0.2 0.0 -0.2
C -1.3053 3.6010 -2.2469 0.0 0.0 0.2
H -3.8064 2.5658 -4.2890 0.0 0.0 -0.1
N 3.6124 -1.2397 -0.5103 0.8 -1.0 -0.5
Bi 0.3505 0.1490 0.3716 -0.3 -1.0 0.1
H 2.1775 3.1668 1.8497 0.0 0.0 0.2
N -3.6624 -4.2944 -1.0632 -0.4 -0.2 0.0
N 2.6299 -1.9938 0.0907 -0.6 0.6 0.4
As 0.3809 0.3492 -2.8282 0.4 0.2 -1.1
C 4.6292 -1.8498 -5.2987 -0.1 -0.1 -0.1
H -2.0653 -1.6510 -3.5174 0.0 0.0 0.1
H -4.9378 -2.7916 -1.7280 -0.1 0.0 0.0
C -2.9060 2.2026 -1.0470 0.2 0.1 0.2
H 1.6851 4.7720 -3.4807 0.1 0.0 -0.1
H -3.3321 -1.2176 -2.3702 0.1 0.1 0.0
H -3.5195 -2.6562 0.1910 0.1 0.0 0.1
S 2.5459 1.2911 0.0583 0.5 0.0 0.2
H 1.4598 -0.6844 5.6624 -0.1 0.0 -0.1
C -0.0744 4.4815 -2.2696 0.1 0.1 -0.1
N -1.9199 -4.8904 -2.6315 -0.1 -0.3 -0.2
C -2.1866 2.3141 4.2480 -0.2 -0.1 0.1
H -1.1984 -0.0528 -4.8415 0.0 0.0 0.1
H 2.8973 0.6761 -2.8672 0.0 0.0 0.0
C 5.3464 0.5890 -4.2147 0.1 -0.1 0.0
H -2.3480 -3.9634 0.4826 0.0 0.1 0.1
C 0.2358 2.6860 3.5485 0.3 -0.2 0.7
H -2.9203 2.5974 6.2870 0.0 -0.1 0.1
C -0.6970 2.3110 4.5243 -0.1 0.1 -0.2
H -0.7130 1.6399 -4.8044 0.0 0.0 0.1
N -3.4921 -3.1185 -3.1873 -0.3 -0.1 -0.4
H 3.3280 -4.7458 -1.5665 0.0 0.0 0.1
C -1.1395 -2.1473 4.9517 0.2 0.1 0.1
H -4.6271 0.0090 -0.4679 -0.1 -0.1 -0.2
H 3.9449 -3.1028 -1.8641 0.0 -0.1 0.1
P -1.5060 -2.4600 -1.2455 -1.1 0.0 -1.0
H -2.3622 2.8165 3.2930 0.0 -0.1 0.1
H -2.2657 0.3826 3.2867 0.0 -0.1 -0.1
H 0.3603 -2.0291 -3.6950 -0.1 0.0 -0.1
H -0.7803 6.1000 -0.9932 -0.1 0.1 0.1
C 1.1080 2.0680 6.1025 0.0 0.0 0.1
C -2.0846 3.4552 -3.3888 0.0 0.0 0.1
C -2.3533 -2.9543 5.2128 0.1 0.0 -0.1
O -0.0403 -2.7977 0.6745 0.5 -0.2 0.4
C -0.4350 5.9495 -2.0097 0.1 -0.2 0.2
H -3.9903 3.2098 5.0336 -0.1 0.0 0.0
H 5.6325 1.5370 -3.7818 0.0 0.1 0.0
H 2.1313 2.2217 -2.5404 0.0 0.0 -0.1
N -0.2756 -1.7771 5.8514 -0.4 -0.5 0.7
H -1.8168 3.9865 -4.2889 0.1 0.0 -0.1
C 3.7190 -3.8428 -1.0999 0.1 0.2 -0.1
H -2.4298 -3.1168 6.2835 0.0 0.0 0.0
H -0.8724 -2.2102 1.7288 -0.1 -0.1 0.5
H 0.7041 3.3938 -3.9882 0.1 0.0 -0.1
H -2.3017 -2.3297 2.6598 0.1 0.1 0.2
H 2.1734 1.5800 -4.1992 -0.1 -0.1 0.0
C -0.1335 -4.9018 1.7382 -0.3 0.0 0.1
C -2.8580 -5.3602 -1.6326 0.0 -0.2 0.1
C 2.0072 2.5179 5.1546 0.0 0.0 0.0
H -1.2147 6.2709 -2.6988 0.0 0.1 -0.1
H 0.4165 0.4080 -5.4065 0.1 0.0 0.2
C 0.6667 4.4114 -3.6090 -0.1 -0.1 0.2
H -2.3031 -5.8569 -0.8337 0.0 0.0 0.0
C 5.9792 -0.4755 -2.0399 -0.3 0.4 0.4
H -1.9032 5.1340 0.4166 -0.1 0.1 -0.1
C -2.7310 0.8896 4.1293 0.1 0.3 -0.1
C 4.4774 -0.6947 -6.0452 0.0 -0.1 -0.1
N -1.0574 3.1695 0.1584 0.2 0.2 -0.2
C -1.3219 4.3421 0.8443 -0.1 0.2 0.3
C -0.2341 1.9726 5.7882 0.0 0.0 0.0
H 3.8638 1.6502 2.9989 0.1 -0.1 0.0
H -0.9305 1.6458 6.5451 -0.1 0.0 0.1
S 5.1103 0.8270 -1.0784 0.5 0.1 -0.2
C 3.9493 2.7326 2.9564 -0.3 0.0 -0.1
H -5.1151 2.3067 1.5697 -0.1 0.0 0.1
H -5.0560 -4.3460 -2.5933 0.0 0.1 0.0
H 1.4486 1.8233 7.0993 0.0 0.0 0.1
N -1.4658 -1.7668 2.5341 -0.4 0.1 -1.1
H 2.0680 -7.4527 1.5988 0.1 0.0 0.1
H 4.0767 -0.7496 -7.0470 0.0 0.0 -0.1
C 0.4070 -1.0286 3.8682 0.0 0.0 0.3
H -3.2478 -2.4431 4.8572 -0.1 0.0 0.0
H -2.2796 -3.9248 4.7207 0.0 0.0 -0.1
C -2.6608 -4.2056 -3.6756 -0.1 -0.1 -0.2
C -2.6723 -2.0331 -2.6878 0.4 0.2 0.3
C 2.0671 1.3210 -3.1459 0.0 0.2 0.0
H 5.8706 -1.4078 -1.4893 0.1 0.0 -0.1
H 0.5955 4.1420 -1.4711 0.0 0.0 -0.1
C 0.5542 -3.9058 1.0058 0.1 0.0 0.1
H -0.8542 4.9604 2.8856 0.0 0.1 0.1
H 0.1827 5.0420 -4.3535 0.0 0.0 -0.1
C 5.4682 -0.5636 -3.4447 -0.1 -0.1 -0.1
H 0.4451 6.5725 -2.1573 0.1 0.1 0.0
H 3.3493 5.3078 2.2965 0.1 0.1 0.0
C 0.3773 -6.1645 1.9203 0.1 0.0 0.1
H -0.2147 -6.9248 2.4164 0.0 0.0 0.1
C -0.8211 4.2480 2.0845 -0.2 0.3 -0.2
C -4.7102 2.5761 0.5960 0.2 -0.1 0.1
H -2.5377 0.3260 5.0412 0.0 -0.1 0.1
H 3.0253 5.1241 4.0292 0.0 0.1 0.1
H -4.1960 -0.0694 1.2363 0.0 -0.1 0.1
C 1.8787 -4.2087 0.5836 -0.5 -0.2 0.3
H -1.1191 -4.6685 2.1284 0.0 0.0 -0.1
H 3.4047 -5.7066 0.5429 0.1 -0.1 -0.1
C -3.2168 2.6633 -3.3882 -0.1 0.1 0.0
C -3.8424 0.2285 0.2511 0.2 0.2 0.0
H -0.1616 -3.8313 -2.8190 0.1 0.0 0.1
H -4.4266 3.6271 0.6195 -0.1 0.1 0.0
C -1.7287 2.9643 -1.0725 -0.4 -0.3 -0.4
N -0.7623 -1.7014 3.7065 1.0 0.2 1.1
H 5.2728 -2.6950 -3.4435 0.0 -0.1 0.1
N -0.2302 3.0057 2.2469 0.1 0.2 0.1
H -5.4932 2.4512 -0.1492 -0.1 0.0 -0.1
C -4.3650 -3.6249 -2.1430 -0.2 0.0 -0.1
H 4.6470 -4.0851 -0.5767 0.1 0.0 -0.1
N 0.6756 -1.1061 5.1894 -0.4 -0.2 -1.0
H -3.8068 0.9144 3.9650 -0.2 0.0 0.0
H -3.5340 -6.0821 -2.1041 0.1 0.0 0.0
C 5.1285 -1.7860 -4.0086 0.1 0.1 0.1
H 1.5045 -1.9094 -2.3614 0.0 0.0 0.2
H -2.5185 4.0914 5.4422 0.0 0.1 0.1
H -0.3931 -4.6384 -1.2630 0.1 0.1 -0.1
H -3.3118 -4.9376 -4.1663 0.1 0.0 0.0
H 3.0446 2.6356 5.4259 0.1 0.0 0.0
H 4.3580 -2.8043 -5.7256 0.0 -0.1 0.0
C 2.6632 4.8882 3.0294 -0.1 -0.2 -0.1
C -3.4874 1.7118 0.2608 -0.3 0.0 0.1
C 3.6599 0.0164 -0.4923 -0.5 0.3 0.1
H -1.9590 -3.8077 -4.4140 0.0 0.0 0.0
C -3.6233 2.0433 -2.2234 0.0 -0.1 -0.1
C 1.1336 -1.4071 -3.2518 0.0 -0.2 0.0
C 2.7197 -3.2614 -0.1293 0.5 0.4 -0.5
H 4.4804 3.0860 3.8374 0.1 0.0 0.1
B -0.3578 2.2735 1.0285 0.0 0.1 0.0
H 4.5375 2.9911 2.0800 0.1 0.0 -0.1
C -0.8950 -4.0551 -2.0409 0.5 0.3 0.2
H 7.0214 -0.1555 -2.0358 0.0 0.0 0.1
C 1.6554 -6.4639 1.4649 0.1 -0.3 0.1
C -2.8513 -3.3784 -0.2897 0.3 0.4 0.3
```
Positions in Å, forces in eV/Å.